[1]
{
  "formula": "C26H27FN2O4S2",
  "method": "ωB97M-V/def2-TZVPD",
  "e_tot_ha": -2313.36209,
  "homo_lumo_gap_ev": 2.787,
  "total_charge": 0,
  "elements": ["C", "C", "C", "C", "S", "N", "F", "S", "C", "C", "C", "C", "C", "C", "O", "O", "O", "O", "C", "C", "H", "H", "H", "H", "H", "H", "H", "H", "H", "H", "C", "C", "C", "N", "C", "C", "C", "C", "C", "C", "C", "C", "C", "C", "C", "H", "H", "H", "H", "H", "H", "H", "H", "H", "H", "H", "H", "H", "H", "H", "H", "H"],
  "positions_angstrom": [[0.32870, 4.50962, -5.48962], [1.63708, 4.46311, -4.96571], [1.82835, 4.27033, -3.59615], [0.73099, 4.13486, -2.75723], [1.02303, 3.90466, -0.98725], [1.85888, 2.52984, -1.11693], [0.46837, 0.83688, 0.91237], [3.40591, 2.46346, -0.49133], [3.82790, 0.72088, -0.47106], [3.04754, -0.19582, 0.23654], [3.38427, -1.55005, 0.17372], [4.47527, -1.99416, -0.58607], [5.31206, -1.03052, -1.17304], [5.00504, 0.33043, -1.09033], [4.32141, 3.06098, -1.43054], [3.39761, 2.79631, 0.92569], [1.86747, 5.01038, -0.60347], [-0.29173, 3.75990, -0.44441], [-0.57408, 4.17372, -3.26977], [-0.77230, 4.35343, -4.64524], [0.18563, 4.65825, -6.55947], [2.51262, 4.60580, -5.60088], [2.83615, 4.21632, -3.19104], [2.16937, 0.17153, 0.76468], [2.81644, -2.29797, 0.72032], [4.69603, -3.06421, -0.68359], [6.21820, -1.33745, -1.70669], [5.66924, 1.05622, -1.53911], [-1.41390, 4.06509, -2.59229], [-1.79371, 4.41071, -5.03586], [0.26471, -4.43662, 1.28594], [1.16193, -3.51582, 2.11075], [0.58145, -2.11600, 1.84798], [-0.84927, -2.37051, 1.73847], [-1.77616, -1.35774, 1.68409], [-1.55524, -0.12216, 1.17827], [-2.52573, 0.95667, 1.02729], [-3.97382, 0.47593, 1.10269], [-4.21103, -0.86073, 1.75524], [-3.14238, -1.68618, 2.13468], [-3.35764, -2.78248, 2.96916], [-4.64270, -3.26354, 3.16660], [-5.72006, -2.54257, 2.60056], [-5.49689, -1.33830, 1.93865], [-1.11287, -3.73518, 1.26755], [0.62805, -4.49730, 0.25558], [0.18880, -5.43660, 1.71280], [1.04886, -3.72093, 3.18507], [2.21072, -3.59918, 1.83811], [0.80387, -1.36567, 2.62817], [0.94689, -1.68356, 0.90306], [-0.39878, 0.22040, 0.85254], [-2.30850, 1.74404, 1.77130], [-2.30485, 1.42962, 0.04921], [-4.53878, 1.26886, 1.61982], [-4.36132, 0.45750, 0.07402], [-2.50327, -3.29209, 3.43031], [-4.81283, -4.17064, 3.74434], [-6.73116, -2.90263, 2.70297], [-6.32543, -0.74283, 1.52087], [-1.57457, -3.75935, 0.26538], [-1.78988, -4.28694, 1.93233]],
  "atomic_forces_ev_per_a": [[0.4669, -0.1054, 0.2065], [-0.5576, 0.0966, 0.2413], [0.1013, 0.0810, -0.4968], [-0.6651, -0.0699, -0.0528], [1.1814, 0.5898, -2.3720], [0.8889, -0.7784, 1.1473], [0.8999, 0.9747, 0.4278], [-1.3396, -0.1171, 0.9159], [-0.2702, -0.1008, -0.1278], [0.2293, -0.1359, -0.3726], [0.2937, -0.0466, -0.2041], [0.3229, 0.7082, 0.0327], [-0.0467, -0.4532, 0.1140], [-0.1092, -0.5950, -0.2490], [0.0492, 0.2643, 0.3207], [0.2862, 0.2965, -1.0218], [-0.4028, -0.2141, 0.5234], [-0.4421, -0.4256, 0.9499], [0.5379, -0.0203, -0.1618], [0.1617, 0.1511, 0.2566], [-0.0075, -0.0138, 0.2411], [-0.3422, -0.1062, 0.0536], [-0.1609, 0.0170, 0.0392], [0.4547, -0.2132, -0.1403], [0.1428, 0.3427, -0.2813], [-0.0592, 0.5000, 0.0974], [-0.3820, 0.0800, 0.2094], [-0.1911, 0.0872, -0.0587], [0.1102, 0.0183, -0.0570], [0.4267, -0.0731, 0.0752], [-0.1501, 0.4200, -0.3693], [-0.4241, 0.3240, 0.4146], [0.4335, 0.2396, -0.0301], [-0.8634, 1.6960, -0.2023], [0.0484, -3.1060, 2.0478], [-0.1523, 1.5388, -1.0948], [0.7906, 0.0272, -0.1583], [-0.6703, 0.4428, -0.1418], [0.4322, -0.0012, -0.3637], [0.1201, 0.2072, -0.4111], [-0.2616, -0.9477, 0.0358], [-0.3145, 0.7304, -0.1319], [0.5319, -0.0777, 0.0511], [-0.6099, 0.0966, 0.1798], [-0.2009, -1.2862, 0.4840], [0.1009, -0.1384, 0.1916], [0.0446, 0.0545, -0.1660], [0.1547, -0.0883, -0.2650], [-0.0776, -0.0193, 0.1855], [-0.2076, -0.4335, -0.3025], [-0.1601, -0.1445, 0.0595], [0.0217, -0.2593, -1.1344], [-0.0497, -0.1549, -0.0469], [-0.0907, -0.0113, 0.5756], [-0.1456, -0.5348, -0.1218], [0.0477, -0.0760, 0.2172], [-0.4818, 0.2573, -0.2481], [-0.0189, 0.3122, -0.0520], [-0.0946, -0.1140, 0.0385], [0.3343, -0.4272, 0.4311], [0.1506, 0.4177, 0.3500], [0.1850, 0.3172, -0.2778]]
}

---

[2]
{
  "formula": "C2H3NO2S2",
  "method": "ωB97M-V/def2-TZVPD",
  "relative_energy_kcal_mol": 117.7,
  "e_tot_ha": -1079.43323,
  "homo_lumo_gap_ev": 8.439,
  "total_charge": 0,
  "elements": ["C", "C", "N", "O", "O", "S", "S", "H", "H", "H"],
  "positions_angstrom": [[-0.71685, 0.25712, 2.12949], [-1.33717, 1.73018, 1.18199], [-0.13229, -0.43257, -0.90703], [-0.96512, -0.89715, 1.48968], [-1.64140, -2.36959, -0.41518], [-2.20630, 1.11167, 2.43140], [-1.55198, -0.94978, -0.11667], [0.04649, 0.29596, 2.91367], [0.61780, -1.06353, -0.83976], [0.09575, 0.52852, -0.56418]],
  "atomic_forces_ev_per_a": [[-1.2827, 2.7471, -1.2175], [1.4862, -1.8879, 1.2707], [-2.2178, 2.1538, 0.5826], [0.4455, -2.2368, -0.2704], [-0.0631, 0.6510, 0.5272], [-1.0751, 0.9334, 0.9819], [1.8088, -0.1898, -0.9083], [-0.0783, -0.0235, -0.7560], [1.0736, -1.0869, 0.2820], [-0.0970, -1.0605, -0.4922]]
}